Version a
The following is a DFT calculation (wB97M-V/def2-TZVPD) of a gas-phase ion, C2HO3S (charge -1).

The geometry in XYZ format:
```
7
Properties=species:S:1:pos:R:3:nbo_charge:R:1
H 0.68916 -0.42657 0.58776 0.0279
O -2.69328 1.52204 -0.42809 -0.5863
O 0.05844 1.52123 0.55305 -0.6318
C -2.79371 0.39054 -0.10519 0.5265
S -3.98877 -0.66948 0.29186 -0.3695
O -1.24974 -0.19573 -0.06671 -0.6448
C -0.20209 0.37237 0.44127 0.6780
```

Values from the calculation:
- E_HOMO: -4.4 eV
- Frontier orbital gap: 0.296 hartree
- SMILES: O=COC([O-])=S
- Molar mass: 105.094 u
- Lowest unoccupied orbital energy: 0.13617 hartree
- Total charge: -1
- Spin multiplicity: 1

=====

Version b
The following is a DFT calculation (wB97M-V/def2-TZVPD) of a gas-phase ion, C2HO3S (charge -1).

The geometry in XYZ format:
```
7
Properties=species:S:1:pos:R:3:nbo_charge:R:1
O -1.41283 -1.26616 -0.70511 -0.6168
C 1.23467 0.02763 0.20205 0.6589
O 0.17636 0.45544 -0.46306 -0.5913
C -1.22666 -0.17143 -0.23776 0.5258
O 1.29667 -0.96026 0.90345 -0.6324
H 2.06590 0.81469 -0.00978 0.0733
S -2.13410 1.10009 0.31022 -0.4176
```

Values from the calculation:
- E_HOMO: -3.8 eV
- Frontier orbital gap: 0.279 hartree
- SMILES: O=COC([O-])=S
- Molar mass: 105.094 u
- Lowest unoccupied orbital energy: 0.14001 hartree
- Total charge: -1
- Spin multiplicity: 1

=====

Quick ranking, most stable first: version b, version a.

=====

Version a
The following is a DFT calculation (wB97M-V/def2-TZVPD) of 2 unconnected molecules or ions with the total composition C5H5NO2.

The geometry in XYZ format:
```
13
Properties=species:S:1:pos:R:3:nbo_charge:R:1
C 0.13209 1.06338 1.24340 -0.3319
H -1.94362 0.46066 -1.23877 0.2320
C -0.94656 -1.12130 0.10238 0.2880
C -0.32121 0.12301 0.38890 -0.1116
O 2.11809 0.72933 -1.34068 -0.5148
H -1.93158 -2.70421 -0.42277 0.3501
H 0.37323 0.78814 2.32186 0.2328
C 2.42127 0.60985 -0.23789 1.0347
C -0.96529 -0.02589 -0.92115 -0.5434
N -1.36936 -2.26230 0.34434 -0.5863
H 0.22962 2.17536 0.87382 0.2211
H -0.56631 -0.29752 -1.96770 0.2470
O 2.76964 0.46149 0.85424 -0.5178
```

Values from the calculation:
- E_HOMO: -9.3 eV
- Frontier orbital gap: 0.339 hartree
- SMILES: [H]/N=C1\CC1=C.O=C=O
- Molar mass: 111.100 u
- Lowest unoccupied orbital energy: -0.00244 hartree
- Spin multiplicity: 1

=====

Version b
The following is a DFT calculation (wB97M-V/def2-TZVPD) of a single C5H5NO2 molecule.

The geometry in XYZ format:
```
13
Properties=species:S:1:pos:R:3:nbo_charge:R:1
C 0.60627 -0.69743 -0.31870 -0.2055
H 2.32690 -0.55275 1.15266 0.2459
C 1.30253 -0.38022 0.84496 -0.2733
O -0.69816 0.96565 0.64840 -0.4707
H -0.79030 -1.29670 -2.46967 0.4814
N 0.29519 0.81122 2.77388 -0.6391
H 1.27587 0.48878 3.13150 0.3371
O -1.26190 -0.35867 -2.69386 -0.6844
H -2.14542 1.32795 -1.38087 0.2376
C -0.60641 0.08398 -0.48903 0.1233
H 0.85026 -1.24022 -1.27313 0.2143
C 0.29770 0.50105 1.54479 0.5054
C -1.45254 0.34735 -1.47092 0.1279
```

Values from the calculation:
- E_HOMO: -8.5 eV
- Frontier orbital gap: 0.304 hartree
- SMILES: [H]/N=C1C=C/C(=C\O)O\1
- Molar mass: 111.100 u
- Lowest unoccupied orbital energy: -0.00904 hartree
- Spin multiplicity: 1

=====

Quick ranking, most stable first: version a, version b.